No. 1
C9H24N2OSi in the gas phase at a distorted geometry. Source: OMol25; level of theory: wB97M-V/def2-TZVPD.

Last column: natural (NBO) charge in e.
Geometry (Å):
C1 -3.21 2.90 -1.04  -0.62
C2 -1.89 2.70 -0.26  -0.21
N1 -1.03 1.60 -0.63  -1.07
Si1 0.12 0.83 0.51  2.12
N2 0.29 1.83 1.90  -1.33
C3 -0.54 -0.90 1.14  -0.89
C4 -1.27 -1.88 0.19  -0.21
C5 -0.33 -2.55 -0.86  -0.63
C6 -2.05 -2.89 0.95  -0.60
O1 1.64 0.89 -0.16  -0.89
C7 2.55 -0.15 -0.34  0.11
C8 3.14 0.06 -1.74  -0.64
C9 3.61 -0.28 0.85  -0.62
H1 -4.05 2.46 -0.52  0.20
H2 -3.50 3.96 -1.15  0.21
H3 -3.05 2.31 -1.91  0.22
H4 -1.42 3.66 -0.48  0.16
H5 -2.00 2.53 0.79  0.19
H6 -0.55 1.66 -1.47  0.38
H7 0.15 1.31 2.79  0.39
H8 -0.03 2.77 1.99  0.40
H9 -1.26 -0.82 1.91  0.23
H10 0.36 -1.53 1.33  0.22
H11 -1.94 -1.26 -0.39  0.20
H12 0.50 -3.24 -0.42  0.20
H13 0.12 -1.80 -1.60  0.21
H14 -0.96 -3.39 -1.32  0.22
H15 -1.41 -3.63 1.40  0.20
H16 -2.81 -3.35 0.48  0.21
H17 -2.53 -2.29 1.69  0.20
H18 2.13 -1.07 -0.36  0.15
H19 2.51 -0.45 -2.50  0.21
H20 3.12 1.18 -1.96  0.22
H21 4.15 -0.38 -2.01  0.21
H22 4.23 0.66 0.72  0.21
H23 4.17 -1.13 0.65  0.20
H24 3.03 -0.33 1.83  0.21

Its net charge is 0. Its HOMO-LUMO gap is 9.69 eV. For the energy relative to the best compared isomer or geometry (same formula, charge and spin), the calculation gives 0.0 kcal/mol. For the HOMO energy, the calculation gives -0.3255 hartree.

=====

No. 2
A molecular structure, ClNa6O4 at a distorted geometry. Source: OMol25; level of theory: wB97M-V/def2-TZVPD.

Last column: natural (NBO) charge in e.
Geometry (Å):
Na1 -2.48 -0.42 -0.63  0.99
Na2 1.12 0.56 -2.45  0.99
Na3 -1.90 2.30 -0.05  1.00
Na4 -0.04 -2.93 0.24  0.99
Na5 2.28 2.12 -0.32  0.99
Na6 -1.41 -0.37 2.34  0.99
Cl1 0.47 -0.25 0.14  2.46
O1 0.45 -1.12 1.36  -0.80
O2 1.69 0.49 0.27  -0.81
O3 0.47 -1.01 -1.12  -0.80
O4 -0.66 0.64 0.23  -1.01

Its net charge is +5. Its HOMO-LUMO gap is 12.59 eV. For the energy relative to the best compared isomer or geometry (same formula, charge and spin), the calculation gives 174.2 kcal/mol. For the HOMO energy, the calculation gives -1.2082 hartree.

=====

No. 3
10 unconnected molecules or ions with the total composition C40H82F4N10O14 at a distorted geometry. Source: OMol25; level of theory: wB97M-V/def2-TZVPD.

Last column: Löwdin charge in e.
Geometry (Å):
C1 -0.12 4.94 2.55  -0.02
C2 -0.37 3.72 1.49  -0.28
O1 -0.19 2.46 1.96  -0.03
O2 -0.74 4.01 0.07  -0.14
C3 0.60 4.06 -0.60  -0.15
C4 0.86 2.54 -1.18  -0.10
C5 1.64 2.41 -2.58  -0.13
N1 3.07 2.81 -2.72  -0.06
C6 3.29 4.31 -3.05  -0.09
C7 3.50 5.29 -1.79  -0.16
C8 4.05 4.66 -0.40  -0.14
C9 4.08 3.04 -0.28  -0.24
O3 5.23 2.69 0.57  -0.08
C10 4.08 2.25 -1.76  -0.12
C11 3.67 0.67 -1.37  -0.36
O4 3.44 -0.28 -2.30  -0.09
O5 3.59 0.19 0.05  -0.20
C12 5.62 2.16 -2.30  -0.10
F1 6.44 3.41 -2.04  -0.01
F2 5.77 1.99 -3.79  -0.02
C13 6.50 0.87 -1.72  -0.04
F3 6.41 -0.34 -2.60  -0.02
F4 7.94 1.32 -1.83  -0.06
H1 -1.12 5.30 3.06  0.08
H2 0.60 4.53 3.40  0.11
H3 0.49 5.84 2.05  0.10
H4 1.35 4.38 0.25  0.11
H5 0.54 4.88 -1.46  0.12
H6 -0.23 2.09 -1.35  0.15
H7 1.33 1.80 -0.37  0.13
H8 1.03 3.08 -3.37  0.16
H9 1.49 1.30 -2.99  0.17
H10 3.31 2.37 -3.67  0.20
H11 4.25 4.34 -3.74  0.15
H12 2.40 4.74 -3.71  0.16
H13 4.27 6.15 -2.12  0.14
H14 2.48 5.86 -1.60  0.11
H15 5.17 5.05 -0.25  0.13
H16 3.45 5.08 0.54  0.12
H17 3.14 2.74 0.38  0.15
H18 4.96 2.91 1.53  0.14
H19 6.33 0.65 -0.58  0.18
C14 -2.74 -1.60 -0.57  -0.08
N2 -2.74 -0.26 -1.12  0.00
C15 -3.12 0.14 -2.36  -0.55
C16 -3.60 -0.90 -3.33  -0.01
O6 -3.06 1.33 -2.66  0.01
H20 -3.38 -1.61 0.31  0.08
H21 -1.71 -1.83 -0.27  0.08
H22 -3.08 -2.34 -1.29  0.08
H23 -2.44 0.50 -0.52  0.14
H24 -3.86 -0.43 -4.28  0.09
H25 -2.80 -1.63 -3.52  0.09
H26 -4.49 -1.40 -2.94  0.06
C17 3.30 -2.97 0.50  -0.08
N3 2.60 -4.04 1.17  0.00
C18 3.08 -4.92 2.09  -0.55
C19 4.53 -4.80 2.49  -0.02
O7 2.34 -5.78 2.57  0.00
H27 2.78 -2.04 0.73  0.07
H28 3.24 -3.16 -0.58  0.09
H29 4.34 -2.90 0.80  0.08
H30 1.62 -4.19 0.95  0.14
H31 4.76 -5.57 3.24  0.07
H32 5.17 -4.95 1.62  0.09
H33 4.71 -3.82 2.94  0.09
C20 11.41 0.07 -2.53  -0.08
N4 12.81 0.17 -2.21  -0.01
C21 13.48 1.21 -1.64  -0.55
C22 12.70 2.45 -1.29  -0.02
O8 14.69 1.12 -1.43  0.01
H34 10.99 -0.78 -1.99  0.09
H35 11.32 -0.11 -3.60  0.08
H36 10.85 0.98 -2.27  0.07
H37 13.40 -0.63 -2.41  0.14
H38 13.37 3.19 -0.85  0.08
H39 12.25 2.88 -2.19  0.08
H40 11.92 2.21 -0.56  0.09
C23 -2.62 9.48 -1.41  -0.08
N5 -1.63 8.61 -2.00  0.00
C24 -1.50 7.26 -1.85  -0.53
C25 -2.49 6.54 -0.98  0.00
O9 -0.59 6.66 -2.42  0.00
H41 -3.15 9.98 -2.23  0.08
H42 -2.10 10.23 -0.82  0.08
H43 -3.33 8.94 -0.79  0.08
H44 -0.92 9.01 -2.60  0.14
H45 -2.26 5.47 -0.96  0.07
H46 -2.44 6.92 0.04  0.09
H47 -3.50 6.66 -1.38  0.09
C26 -7.65 -5.51 -3.00  -0.08
N6 -7.35 -4.11 -2.92  0.01
C27 -6.97 -3.27 -3.93  -0.55
C28 -6.85 -3.83 -5.31  -0.02
O10 -6.75 -2.08 -3.68  0.00
H48 -8.68 -5.66 -2.65  0.04
H49 -6.97 -6.05 -2.33  0.08
H50 -7.56 -5.91 -4.01  0.08
H51 -7.41 -3.65 -2.02  0.09
H52 -6.54 -3.04 -6.00  0.08
H53 -6.09 -4.62 -5.33  0.08
H54 -7.81 -4.22 -5.65  0.08
C29 -0.87 6.68 8.00  -0.08
N7 -1.03 7.07 6.62  0.00
C30 -1.93 6.61 5.71  -0.55
C31 -2.91 5.55 6.15  -0.01
O11 -1.92 7.05 4.56  0.00
H55 -1.01 7.58 8.62  0.08
H56 0.14 6.31 8.14  0.08
H57 -1.59 5.92 8.31  0.08
H58 -0.41 7.78 6.25  0.14
H59 -3.56 5.29 5.31  0.09
H60 -2.37 4.66 6.47  0.09
H61 -3.53 5.94 6.96  0.09
C32 7.30 -9.09 4.62  -0.08
N8 7.07 -7.67 4.58  0.00
C33 7.83 -6.71 3.99  -0.55
C34 9.08 -7.13 3.26  -0.02
O12 7.48 -5.53 4.05  0.02
H62 6.44 -9.59 4.16  0.08
H63 7.37 -9.40 5.66  0.08
H64 8.21 -9.38 4.09  0.08
H65 6.25 -7.30 5.04  0.14
H66 9.57 -6.25 2.85  0.09
H67 9.77 -7.62 3.96  0.08
H68 8.83 -7.81 2.44  0.09
C35 -12.59 -3.46 -1.63  -0.08
N9 -11.60 -4.33 -2.21  0.01
C36 -11.47 -5.68 -2.07  -0.54
C37 -12.47 -6.40 -1.20  -0.01
O13 -10.56 -6.27 -2.64  0.00
H69 -13.12 -2.96 -2.45  0.08
H70 -12.07 -2.71 -1.03  0.09
H71 -13.30 -3.99 -1.00  0.08
H72 -10.89 -3.92 -2.81  0.15
H73 -12.23 -7.47 -1.18  0.09
H74 -12.41 -6.02 -0.17  0.08
H75 -13.47 -6.27 -1.60  0.09
C38 -6.83 -4.14 2.96  -0.08
N10 -7.21 -3.58 1.69  0.01
C39 -8.09 -4.07 0.78  -0.52
C40 -8.79 -5.36 1.09  0.00
O14 -8.30 -3.45 -0.27  0.01
H76 -7.06 -3.41 3.74  0.08
H77 -5.75 -4.32 2.95  0.09
H78 -7.35 -5.08 3.17  0.08
H79 -6.78 -2.70 1.41  0.15
H80 -9.47 -5.62 0.27  0.07
H81 -8.06 -6.16 1.20  0.09
H82 -9.39 -5.25 2.00  0.09

Its net charge is 0. Its HOMO-LUMO gap is 8.40 eV. For the HOMO energy, the calculation gives -0.3013 hartree.

=====

No. 4
C6H12O in the gas phase at a distorted geometry. Source: OMol25; level of theory: wB97M-V/def2-TZVPD.

Last column: natural (NBO) charge in e.
Geometry (Å):
C1 2.02 -1.51 -0.62  -0.62
C2 1.32 -0.13 -0.45  -0.38
C3 -0.11 -0.23 0.05  -0.36
C4 -1.08 -0.57 -1.04  0.46
O1 -1.97 -1.38 -0.96  -0.52
C5 -0.49 1.17 0.51  -0.37
C6 -1.79 1.17 1.36  -0.62
H1 3.10 -1.35 -0.70  0.22
H2 1.84 -2.17 0.24  0.21
H3 1.73 -2.09 -1.51  0.22
H4 1.75 0.69 0.28  0.20
H5 1.33 0.39 -1.42  0.20
H6 -0.20 -0.96 0.87  0.22
H7 -0.95 0.08 -1.94  0.10
H8 -0.65 1.80 -0.38  0.20
H9 0.56 1.55 0.92  0.21
H10 -2.07 2.19 1.64  0.21
H11 -1.66 0.59 2.28  0.21
H12 -2.67 0.73 0.86  0.22

Its net charge is 0. Its HOMO-LUMO gap is 10.78 eV. For the energy relative to the best compared isomer or geometry (same formula, charge and spin), the calculation gives 27.6 kcal/mol. For the HOMO energy, the calculation gives -0.3562 hartree.

=====

No. 5
A molecular structure, C21H28ClF3GdN2O5S at a distorted geometry. Source: OMol25; level of theory: wB97M-V/def2-TZVPD.

Last column: Löwdin spin population.
Geometry (Å):
Gd1 0.22 1.20 -0.25  6.84
Cl1 0.13 3.93 -0.17  0.07
N1 0.70 0.41 2.12  -0.03
N2 -0.88 0.31 -2.28  -0.03
C1 1.91 0.85 2.42  0.00
C2 -0.07 0.14 -3.31  0.02
C3 0.13 -0.18 3.36  0.00
C4 1.03 0.40 4.44  0.00
C5 0.25 -1.69 3.32  0.00
C6 -1.32 0.22 3.57  0.00
H1 1.29 -2.00 3.20  0.00
H2 -0.34 -2.10 2.49  0.00
H3 -0.13 -2.10 4.26  0.00
H4 -1.44 1.30 3.56  0.00
H5 -1.63 -0.16 4.55  0.00
H6 -1.97 -0.21 2.81  0.00
C7 -2.23 -0.19 -2.68  0.00
C8 -1.98 -0.78 -4.06  0.00
C9 -3.23 0.95 -2.78  0.00
C10 -2.71 -1.24 -1.69  -0.01
H7 -1.96 -2.03 -1.60  0.00
H8 -3.64 -1.67 -2.06  0.00
H9 -2.89 -0.79 -0.71  0.00
H10 -2.86 1.70 -3.48  0.00
H11 -3.40 1.42 -1.81  0.00
H12 -4.18 0.55 -3.15  0.00
O1 -0.58 -0.49 -4.36  0.01
H13 -2.58 -0.33 -4.86  0.00
H14 -2.10 -1.87 -4.11  0.00
O2 2.23 0.85 3.71  0.00
H15 1.37 -0.31 5.19  0.00
H16 0.60 1.27 4.94  0.00
C11 2.94 1.28 1.38  0.00
C12 1.39 0.54 -3.32  0.03
C13 2.12 -0.07 -2.14  0.02
H17 1.38 1.65 -3.28  0.02
H18 1.81 0.23 -4.28  0.00
C14 2.20 0.51 -0.91  0.00
C15 2.91 0.31 0.22  0.01
H19 0.59 2.91 -0.85  0.05
C16 3.50 -0.97 0.20  0.00
C17 3.32 -1.76 -0.94  0.03
C18 4.21 -1.42 1.43  0.00
C19 2.71 -1.34 -2.12  0.00
H20 3.62 -2.82 -0.87  0.00
C20 2.58 -2.18 -3.33  0.00
H21 3.08 -3.15 -3.17  0.00
H22 3.01 -1.70 -4.24  0.00
H23 1.50 -2.36 -3.55  0.00
H24 4.93 -0.67 1.82  0.00
H25 4.74 -2.38 1.22  0.00
H26 3.46 -1.62 2.24  0.00
H27 3.91 1.31 1.88  0.00
H28 2.65 2.30 1.09  0.00
F1 -5.49 2.27 1.95  0.00
C21 -4.52 1.36 1.68  0.00
F2 -4.27 0.68 2.82  0.00
F3 -5.00 0.49 0.75  0.00
S1 -3.02 2.22 1.06  0.00
O3 -3.48 2.98 -0.09  0.00
O4 -2.44 2.91 2.19  0.00
O5 -2.08 1.13 0.59  -0.02

Its net charge is -1. Its HOMO-LUMO gap (alpha / beta) is 3.05 / 3.43 eV. For the energy relative to the best compared isomer or geometry (same formula, charge and spin), the calculation gives 112.5 kcal/mol. For the HOMO energy (alpha / beta), the calculation gives -0.0183 / -0.0298 hartree. As for the multiplicity: 8.

=====

No. 6
C5H5NO in the gas phase at a distorted geometry. Source: OMol25; level of theory: wB97M-V/def2-TZVPD.

Last column: natural (NBO) charge in e.
Geometry (Å):
C1 1.90 -0.01 0.11  -0.66
C2 0.39 -0.15 0.11  0.03
C3 -0.66 -1.09 0.02  -0.35
C4 -1.96 -0.33 0.04  0.18
N1 -1.87 0.96 0.19  -0.51
C5 -0.54 1.28 0.13  0.65
O1 -0.09 2.37 -0.09  -0.49
H1 2.05 0.46 0.99  0.24
H2 2.40 -0.99 -0.12  0.23
H3 2.01 0.57 -0.86  0.25
H4 -0.80 -2.18 -0.21  0.23
H5 -2.83 -0.89 -0.32  0.20

Its net charge is 0. Its HOMO-LUMO gap is 8.79 eV. For the energy relative to the best compared isomer or geometry (same formula, charge and spin), the calculation gives 52.4 kcal/mol. For the HOMO energy, the calculation gives -0.3580 hartree.

=====

No. 7
A gas-phase ion, C3H8NO2 (charge -1). Source: OMol25; level of theory: wB97M-V/def2-TZVPD.

Last column: natural (NBO) charge in e.
Geometry (Å):
N1 1.72 -1.51 -0.01  -0.86
C1 0.80 -0.54 0.61  -0.24
C2 0.51 0.61 -0.33  -0.06
O1 -0.45 1.49 0.17  -0.66
C3 -1.91 1.03 -0.17  0.27
O2 -2.06 -0.22 -0.38  -0.90
H1 1.88 -2.28 0.64  0.34
H2 1.27 -1.91 -0.82  0.35
H3 1.27 -0.18 1.54  0.15
H4 -0.15 -0.99 0.89  0.20
H5 0.19 0.19 -1.29  0.16
H6 1.43 1.17 -0.52  0.14
H7 -2.39 1.45 0.73  0.06
H8 -2.11 1.70 -1.05  0.04

Its net charge is -1. Its HOMO-LUMO gap is 7.11 eV. For the energy relative to the best compared isomer or geometry (same formula, charge and spin), the calculation gives 56.7 kcal/mol. For the HOMO energy, the calculation gives -0.1001 hartree.

=====

No. 8
H10N6P2 in the gas phase at a distorted geometry. Source: OMol25; level of theory: wB97M-V/def2-TZVPD.

Last column: natural (NBO) charge in e.
Geometry (Å):
N1 -2.39 -1.28 0.60  -1.17
P1 -1.83 -0.21 -0.52  1.21
N2 -2.65 1.07 0.22  -1.13
N3 -0.19 0.35 0.60  -1.39
P2 1.19 0.14 -0.13  2.13
N4 1.65 1.55 -0.92  -1.17
N5 2.01 -0.21 1.22  -1.22
N6 1.77 -1.05 -1.29  -1.16
H1 -1.98 -2.22 0.41  0.38
H2 -2.15 -0.87 1.47  0.40
H3 -2.46 1.83 -0.35  0.36
H4 -3.63 1.00 0.10  0.37
H5 1.52 1.42 -1.91  0.39
H6 0.95 2.19 -0.62  0.39
H7 2.95 -0.15 1.45  0.39
H8 1.34 -0.45 1.90  0.43
H9 2.75 -1.27 -1.09  0.39
H10 1.15 -1.82 -1.14  0.38

Its net charge is 0. Its HOMO-LUMO gap is 9.04 eV. For the energy relative to the best compared isomer or geometry (same formula, charge and spin), the calculation gives 30.9 kcal/mol. For the HOMO energy, the calculation gives -0.2989 hartree.

=====

No. 9
C16H14N2O4S in the gas phase at a distorted geometry. Source: OMol25; level of theory: wB97M-V/def2-TZVPD.

Last column: natural (NBO) charge in e.
Geometry (Å):
C1 -1.63 -3.92 -1.00  -0.64
C2 -1.75 -2.92 0.14  -0.07
O1 -2.58 -1.81 -0.23  -0.51
C3 -2.01 -0.84 -0.94  0.82
O2 -0.87 -0.84 -1.32  -0.62
C4 -3.01 0.27 -1.23  -0.63
C5 -3.77 0.68 0.02  0.60
O3 -4.92 0.39 0.21  -0.51
C6 -2.98 1.52 1.00  -0.65
S1 -1.52 0.62 1.61  0.30
C7 -0.29 1.23 0.52  0.08
N1 -0.58 2.23 -0.31  -0.51
C8 0.35 2.66 -1.14  0.26
N2 1.58 2.22 -1.27  -0.44
C9 1.90 1.22 -0.46  0.17
C10 0.99 0.68 0.48  0.19
O4 1.52 -0.33 1.19  -0.41
C11 2.79 -0.48 0.72  0.30
C12 3.73 -1.41 1.16  -0.26
C13 4.97 -1.39 0.55  -0.18
C14 5.28 -0.48 -0.46  -0.23
C15 4.35 0.45 -0.89  -0.16
C16 3.09 0.44 -0.30  -0.09
H1 -1.05 -4.78 -0.66  0.22
H2 -1.12 -3.47 -1.84  0.22
H3 -2.61 -4.26 -1.32  0.21
H4 -0.77 -2.54 0.43  0.20
H5 -2.25 -3.36 1.00  0.19
H6 -3.72 -0.10 -1.96  0.26
H7 -2.45 1.12 -1.64  0.26
H8 -2.58 2.42 0.51  0.29
H9 -3.59 1.77 1.86  0.25
H10 0.05 3.48 -1.79  0.18
H11 3.48 -2.11 1.94  0.23
H12 5.72 -2.10 0.87  0.22
H13 6.26 -0.50 -0.90  0.22
H14 4.57 1.16 -1.67  0.23

Its net charge is 0. Its HOMO-LUMO gap is 8.67 eV. For the energy relative to the best compared isomer or geometry (same formula, charge and spin), the calculation gives 20.7 kcal/mol. For the HOMO energy, the calculation gives -0.3211 hartree.

=====

No. 10
C26H26FN5O6S in the gas phase. Source: OMol25; level of theory: wB97M-V/def2-TZVPD.

Last column: natural (NBO) charge in e.
Geometry (Å):
N1 -3.97 -5.20 -0.99  -0.80
C1 -2.68 -4.91 -0.74  0.64
O1 -1.82 -5.76 -0.61  -0.63
C2 -2.41 -3.47 -0.62  0.01
N2 -3.36 -2.57 -0.73  -0.58
S1 -2.82 -1.06 -0.53  0.72
C3 -1.17 -1.55 -0.27  -0.44
C4 -0.02 -0.72 0.04  0.68
O2 1.08 -1.24 0.25  -0.68
N3 -0.15 0.63 0.06  -0.45
C5 -1.38 1.32 -0.10  0.10
C6 -1.76 1.77 -1.36  -0.21
C7 -2.96 2.44 -1.51  -0.24
C8 -3.78 2.67 -0.41  0.24
C9 -3.36 2.27 0.87  0.22
C10 -2.17 1.58 1.01  -0.20
O3 -4.10 2.53 1.99  -0.48
C11 -5.13 3.47 1.78  -0.10
C12 -5.87 3.18 0.48  -0.10
O4 -4.98 3.29 -0.61  -0.48
C13 0.99 1.41 0.52  -0.14
C14 1.55 0.71 1.79  0.72
O5 0.79 0.37 2.67  -0.65
N4 2.89 0.64 1.86  -0.63
C15 3.60 -0.03 2.92  -0.23
C16 4.56 -1.06 2.30  0.09
C17 3.82 -2.19 1.55  -0.44
C18 4.21 -1.96 0.08  -0.44
C19 5.52 -1.20 0.21  -0.06
O6 5.38 -0.38 1.36  -0.54
C20 2.01 1.69 -0.55  -0.08
C21 2.88 2.76 -0.38  -0.14
C22 3.87 3.03 -1.30  -0.30
C23 3.98 2.21 -2.41  0.39
F1 4.95 2.46 -3.32  -0.32
C24 3.13 1.15 -2.62  -0.27
C25 2.14 0.89 -1.68  -0.18
C26 -1.10 -2.94 -0.35  0.22
N5 0.00 -3.69 -0.23  -0.78
H1 -4.64 -4.45 -1.07  0.42
H2 -4.26 -6.16 -1.08  0.41
H3 -1.13 1.59 -2.21  0.23
H4 -3.30 2.78 -2.47  0.23
H5 -1.85 1.26 1.99  0.25
H6 -4.70 4.48 1.73  0.18
H7 -5.79 3.40 2.64  0.21
H8 -6.28 2.16 0.52  0.18
H9 -6.67 3.89 0.31  0.20
H10 0.58 2.37 0.88  0.24
H11 3.45 0.85 1.05  0.42
H12 2.88 -0.50 3.58  0.23
H13 4.19 0.71 3.48  0.20
H14 5.19 -1.47 3.10  0.18
H15 4.16 -3.17 1.90  0.21
H16 2.75 -2.12 1.68  0.24
H17 3.45 -1.35 -0.40  0.22
H18 4.32 -2.89 -0.47  0.21
H19 6.36 -1.89 0.35  0.16
H20 5.74 -0.54 -0.63  0.19
H21 2.78 3.39 0.49  0.21
H22 4.55 3.86 -1.18  0.23
H23 3.23 0.53 -3.50  0.23
H24 1.47 0.06 -1.84  0.23
H25 0.85 -3.23 0.05  0.43
H26 -0.12 -4.69 -0.24  0.43

Its net charge is 0. Its HOMO-LUMO gap is 8.16 eV. For the HOMO energy, the calculation gives -0.2971 hartree.

=====

Look up the net charge of the tenth one.
0